{"formula": "C2H4NO2", "method": "ωB97M-V/def2-TZVPD", "mol_weight_g_mol": 74.059, "homo_lumo_gap_ev": 8.2, "energy_ha": -283.72691, "charge": -1, "de_lowest_kj_mol": 483.36, "species": ["O", "O", "N", "C", "C", "H", "H", "H", "H"], "xyz": [[-0.873, 0.617, 2.019], [-1.269, 2.613, 2.668], [-0.924, 1.837, 1.747], [0.674, 0.227, -0.308], [-0.436, -0.205, 0.189], [-0.404, -1.234, 0.620], [1.680, -0.122, -0.140], [0.719, 1.167, -0.667], [-1.262, 0.340, -0.073]]}